1.
C9H14OS | the ωB97M-V functional and the def2-TZVPD basis

Positions of all 25 atoms, in Å:
O  -2.849  -2.934  -0.318
S  1.175  3.655  -0.828
C  -2.053  -1.326  1.155
H  -1.168  0.207  2.446
H  -0.245  -3.217  -1.072
H  1.062  0.238  -2.423
H  1.989  0.583  1.128
H  1.660  0.451  -0.817
C  -0.430  -2.530  -0.256
H  1.096  0.615  2.691
C  0.279  -0.728  1.257
C  -1.730  -2.332  0.230
H  -3.102  -1.208  1.361
H  2.734  2.160  -1.830
C  -1.027  -0.562  1.697
C  1.001  0.893  -1.560
H  -2.470  -3.671  -0.767
C  1.449  0.006  1.867
H  -0.125  3.943  -1.083
H  1.521  2.512  -2.913
H  2.153  -0.695  2.316
C  0.521  -1.767  0.389
C  1.641  2.254  -1.848
H  1.527  -1.837  -0.015
H  -0.055  0.883  -1.281

Calculated values
**Structure (SMILES)**: Cc1ccc(O)cc1.CCS
**E_LUMO**: 0.8 eV
**Net charge**: 0
**Kohn-Sham gap**: 0.3396 Ha

Löwdin population analysis, charges in e, atoms 1 to 5: O 0.041; S 0.668; C -0.006; H 0.111; H 0.114

=====

2.
C9H14OS | the ωB97M-V functional and the def2-TZVPD basis

Positions of all 25 atoms, in Å:
O  -3.547  0.420  1.523
H  -0.991  0.313  -2.394
H  -0.843  -2.890  0.530
C  -1.172  -1.892  0.190
H  -0.135  -3.016  -2.366
S  1.844  2.520  0.415
C  -1.257  -0.235  -1.381
H  -2.396  1.596  -0.814
C  -0.700  -1.362  -0.958
C  2.235  1.947  2.094
H  2.525  0.816  2.041
H  0.630  -1.598  -2.617
H  2.660  0.280  -0.223
H  -4.032  1.324  1.230
C  -2.125  0.523  -0.518
C  0.339  -2.127  -1.745
H  3.490  1.591  -0.931
C  -2.655  -0.017  0.651
C  2.478  1.264  -0.574
H  1.600  2.107  3.013
H  -2.020  -1.680  2.058
H  1.091  -2.341  -0.974
H  1.839  1.259  -1.589
C  -2.033  -1.206  1.010
H  3.175  2.405  2.330

Calculated values
**Spin multiplicity**: 2
**E_LUMO (alpha / beta)**: -3.4 / -7.9 eV
**Net charge**: +1
**Kohn-Sham gap (alpha / beta)**: 0.2946 / 0.1131 Ha

Löwdin population analysis, charges in e, atoms 1 to 5: O 0.161; H 0.180; H 0.152; C -0.018; H 0.158

=====

3.
C9H15AuB2F4N4O3S3 | the ωB97M-V functional and the def2-TZVPD basis

Positions of all 41 atoms, in Å:
H  2.327  -2.025  -1.691
O  -1.095  -0.221  1.119
S  -2.418  0.109  0.627
N  2.821  1.616  0.078
H  3.071  3.615  0.568
C  -2.790  -3.184  -1.322
C  0.158  -3.167  0.750
H  -3.266  -4.050  -0.872
H  2.133  3.331  -0.895
H  -1.789  -4.177  1.089
B  2.082  -1.979  -0.523
H  3.903  3.104  -0.925
H  0.817  -3.402  1.565
F  -1.894  3.993  -0.465
C  -0.458  -2.288  -1.146
C  2.367  0.617  -0.699
H  2.946  -0.987  2.013
B  -0.631  3.825  0.033
O  -3.425  -0.919  0.716
H  -2.299  2.322  1.424
N  0.573  -2.393  -0.299
H  -3.403  -2.301  -1.160
F  -0.068  2.570  -0.673
C  2.998  3.007  -0.329
H  2.735  -2.728  0.156
N  -1.492  -3.008  -0.675
C  2.842  -0.227  1.260
H  -3.177  1.207  2.518
F  -0.596  3.516  1.373
H  -3.972  1.801  1.031
N  2.374  -0.524  0.008
H  3.507  1.715  2.102
O  -2.294  0.585  -0.823
C  -1.121  -3.558  0.519
S  -0.543  -1.360  -2.612
C  3.127  1.099  1.308
C  -3.027  1.517  1.486
S  1.771  0.802  -2.321
F  0.253  4.821  -0.314
H  -2.646  -3.365  -2.383
Au  -0.403  0.691  -1.609

Calculated values
**E_LUMO**: -2.3 eV
**Net charge**: 0
**Kohn-Sham gap**: 0.2616 Ha

Löwdin population analysis, charges in e, atoms 1 to 5: H 0.062; O -0.336; S 0.440; N -0.093; H 0.106

=====

no.,total energy (eV)
1,-22442.061
2,-22432.011
3,-70108.097